No. 1
C27H53N10ReTe as an isolated structure, computed with the ωB97M-V functional and the def2-TZVPD basis.

```
92
Properties=species:S:1:pos:R:3
Re 0.26717 -0.04268 0.69842
C -4.28084 -3.32294 0.05569
N -3.51446 -2.23098 0.66718
C -4.20836 -1.60595 1.78293
C -2.31966 -1.86133 0.15998
N -1.27632 -1.50337 0.95428
C -1.32670 -2.15354 2.28846
C -0.00721 -1.95835 2.98546
N 0.42705 -0.55605 2.84332
C -0.42070 0.41768 3.60036
C -1.45948 1.07533 2.70530
N -0.83707 1.38926 1.39640
C -1.29773 2.53952 0.77217
N -2.60266 2.80878 0.77828
C -3.60489 1.75239 0.72494
C -3.14222 4.17062 0.81698
N -0.43222 3.36628 0.19390
C 0.89705 3.59472 0.76376
C -0.80593 4.26052 -0.90660
C 1.83112 -0.44119 3.32120
C 2.49720 0.62757 2.48919
N 2.22480 0.26360 1.07830
C 3.35391 -0.01872 0.34253
N 4.46928 0.68841 0.50726
C 4.47499 2.10926 0.84529
C 5.81222 0.11232 0.37451
N 3.33154 -1.03537 -0.53116
C 2.58421 -2.26117 -0.28731
C 4.24759 -1.10315 -1.67305
N -2.17224 -1.92910 -1.17038
C -3.26538 -1.65945 -2.09610
C -1.05223 -2.62750 -1.77731
H -4.59047 -3.99948 0.85269
H -3.66218 -3.88105 -0.63957
H -5.17346 -2.95880 -0.45357
H -5.25894 -1.49840 1.51109
H -3.81573 -0.61378 1.98108
H -4.16039 -2.21089 2.69059
H -1.51166 -3.22312 2.17209
H -2.13089 -1.76143 2.91083
H 0.75042 -2.57760 2.50404
H -0.05491 -2.24371 4.04025
H 0.23953 1.18867 3.99633
H -0.88838 -0.07828 4.45373
H -1.82656 1.98564 3.18193
H -2.30883 0.40986 2.55932
H -3.13688 0.82020 0.41054
H -4.36068 2.03248 -0.00881
H -4.09822 1.62605 1.69066
H -2.35806 4.88059 1.05867
H -3.89369 4.20617 1.60575
H -3.61469 4.44543 -0.12569
H 0.82078 4.02148 1.76439
H 1.42069 4.30121 0.12563
H 1.46601 2.66962 0.79193
H -1.75864 3.95823 -1.32905
H -0.03839 4.16910 -1.67431
H -0.85863 5.30027 -0.58408
H 2.33572 -1.38859 3.13040
H 1.86529 -0.25413 4.39523
H 3.56417 0.66071 2.69895
H 2.08541 1.61714 2.70166
H 3.46490 2.50093 0.85674
H 5.04745 2.64158 0.08527
H 4.94774 2.27458 1.81392
H 5.76657 -0.97131 0.40996
H 6.40040 0.45796 1.22402
H 6.30407 0.43761 -0.54111
H 1.79421 -2.11077 0.45358
H 3.24455 -3.04399 0.09558
H 2.13713 -2.61218 -1.21258
H 4.64570 -0.11625 -1.88526
H 3.68092 -1.43185 -2.53933
H 5.06396 -1.80553 -1.50372
H -4.06022 -1.11076 -1.59730
H -3.67665 -2.57401 -2.52664
H -2.87035 -1.05031 -2.90978
H -0.25507 -2.77006 -1.05087
H -0.68202 -2.06379 -2.62033
H -1.38893 -3.60362 -2.13913
Te 0.67462 0.91383 -1.72905
C 0.59035 -0.12754 -3.58115
C 0.00795 0.56787 -4.63507
C -0.02120 0.01085 -5.90680
C 0.55475 -1.22764 -6.13973
C 1.15669 -1.91686 -5.09518
C 1.17055 -1.37086 -3.82137
H -0.41852 1.55139 -4.47736
H -0.48284 0.55500 -6.71932
H 0.54060 -1.65505 -7.13286
H 1.61135 -2.88175 -5.27587
H 1.61170 -1.93648 -3.01613
```

## Properties
Charge ... +3
Relative energy (zero: lowest compared OMol25 entry of this formula, charge and spin) ... 0.0 kJ/mol
F_max ... 0.01466 hartree/bohr
2S+1 ... 2

Mulliken population analysis, charges in e, atoms 1 to 6: Re -0.9292; C -1.1858; N 0.3949; C -1.0729; C -0.7411; N 0.7306

***

No. 2
An isolated ion of composition C4H6NO2 and charge +1, computed with the ωB97M-V functional and the def2-TZVPD basis.

```
13
Properties=species:S:1:pos:R:3
C 0.70028 0.47333 0.21222
C -0.60886 -0.63128 1.64847
C 1.21308 0.69772 1.57295
C -1.25314 -0.89380 -0.66453
N -0.37403 -0.25526 0.33759
O -1.31976 -2.21915 -0.21830
O 0.25791 0.00504 2.34062
H 1.22566 0.73887 -0.75336
H 2.16320 0.32059 1.73389
H 1.31980 1.91400 1.89469
H -2.29724 -0.38636 -0.70961
H -2.15385 -2.69331 -0.41124
H -0.90977 -0.84784 -1.65045
```

## Properties
Charge ... +1
Relative energy (zero: lowest compared OMol25 entry of this formula, charge and spin) ... 337.2 kJ/mol
F_max ... 0.08921 hartree/bohr

Mulliken population analysis, charges in e, atoms 1 to 6: C 0.1320; C -0.2464; C -0.4607; C -0.2875; N 0.3293; O -0.4785

***

No. 3
C16H16N4O3Rb as an isolated structure, computed with the ωB97M-V functional and the def2-TZVPD basis.

```
40
Properties=species:S:1:pos:R:3
Rb -0.07639 0.06290 0.11096
O -0.88104 0.88064 -1.95431
C -0.60942 0.58487 -3.12096
O 1.27100 -1.28194 -1.44347
C 1.06849 -1.30184 -2.65693
O 1.73775 -2.17747 -3.41153
N 0.20594 -0.51580 -3.46557
C 1.31999 -2.04744 -4.79280
C 0.46133 -0.80816 -4.86025
H 0.71157 -2.93216 -5.05678
H 2.23189 -1.97601 -5.40653
H -0.47938 -0.96851 -5.39442
H 1.01082 0.01616 -5.34186
C -1.21009 1.40906 -4.14719
C -1.39082 2.74380 -3.87310
H -1.64117 0.93842 -5.02214
H -1.02430 3.19209 -2.94839
H -1.88022 3.41248 -4.58657
N -0.05796 0.05074 3.77920
C 0.68372 1.16956 3.31823
C 1.22787 2.10503 4.24915
C 1.94799 3.20222 3.75220
C 2.12664 3.38843 2.36013
C 1.56309 2.42530 1.52920
N 0.90141 1.36131 2.03004
C -0.76957 -1.08864 3.32209
C -1.36843 -1.98240 4.26056
C -2.06276 -3.10154 3.77928
C -2.16996 -3.34272 2.38953
C -1.55920 -2.41893 1.54739
N -0.89989 -1.34634 2.03345
H -0.08525 0.06782 4.79611
H 1.05505 1.90288 5.31041
H 2.38196 3.93318 4.42419
H 2.67447 4.22083 1.90082
H 1.61792 2.44590 0.42619
H -1.24909 -1.73670 5.31861
H -2.52983 -3.80424 4.45963
H -2.69354 -4.19404 1.93979
H -1.56059 -2.48873 0.44561
```

## Properties
Charge ... +1
Relative energy (zero: lowest compared OMol25 entry of this formula, charge and spin) ... 34.7 kJ/mol
F_max ... 0.06145 hartree/bohr

Mulliken population analysis, charges in e, atoms 1 to 6: Rb 1.0304; O -0.6039; C 0.7789; O -0.6660; C 0.4746; O -0.3103

***

no.,molar mass (Da)
1,831.60
2,100.10
3,397.80